272
Properties=species:S:1:pos:R:3:forces:R:3:lowdin_charge:R:1 method="wB97M-V/def2-TZVPD" e_tot_ev=-150973.16178 homo_ev=-9.1 gap_ha=0.3480 e_lumo_ev=0.40
C -4.72445 -4.34148 0.56735 -1.546 -0.491 -0.093 -0.2125
C -6.27595 -4.56572 0.58796 0.537 0.688 0.215 -0.2036
O -6.99210 -3.46509 1.21143 0.893 -0.878 -0.576 -0.0814
O -4.14133 -4.50743 1.84865 0.820 -0.902 -0.753 -0.0843
H -4.62393 -3.31879 0.19347 0.426 0.055 -0.082 0.1043
H -4.27884 -5.07304 -0.18036 -0.269 0.793 1.136 0.1244
H -6.56868 -5.52479 1.05521 0.257 0.379 -0.237 0.1174
H -6.54837 -4.52586 -0.45769 -0.439 -0.239 -0.297 0.1035
H -6.65942 -3.45176 2.11406 -0.207 0.115 0.442 0.0364
H -4.43162 -3.84743 2.47437 -0.495 0.701 0.145 0.0366
C -3.14599 3.37590 0.25245 0.410 -0.681 -0.591 -0.2048
C -2.49807 2.61905 -0.88157 -0.712 -0.332 -0.932 -0.1960
O -3.50688 1.90126 -1.63569 0.254 0.752 -0.267 -0.0767
O -3.81335 2.47463 1.12006 0.210 -0.068 -0.091 -0.0629
H -3.82498 4.02896 -0.24741 -0.985 0.751 0.019 0.0951
H -2.39886 3.97906 0.74368 0.315 0.227 0.527 0.1183
H -1.77067 1.91093 -0.52818 0.183 -0.465 0.209 0.0942
H -2.01406 3.26863 -1.62183 0.224 0.332 0.506 0.1056
H -3.81461 2.52219 -2.32829 0.150 -0.470 0.581 0.0875
H -3.78015 2.80186 2.03411 -0.009 0.268 -0.100 0.0421
C -6.73562 0.34205 1.03620 0.224 -0.105 -0.774 -0.1753
C -6.76105 -0.24340 -0.40817 -0.612 0.108 0.901 -0.2357
O -5.96164 0.47617 -1.30063 -0.569 0.312 -0.065 -0.0679
O -5.38090 0.23485 1.51533 -0.752 -0.240 0.425 -0.1254
H -7.37762 -0.22110 1.72567 0.205 -0.088 -0.257 0.1190
H -7.07388 1.38986 1.05481 0.201 -0.138 -0.107 0.1165
H -7.74076 -0.22382 -0.87262 -0.527 0.075 0.395 0.1155
H -6.51198 -1.29703 -0.27766 0.434 -0.153 -0.286 0.0998
H -5.04422 0.24667 -1.18942 0.998 -0.211 0.033 0.0156
H -4.84842 0.85040 1.00698 0.438 0.593 -0.277 0.0471
C -5.61336 2.63670 4.16005 -1.239 -0.499 0.505 -0.2457
C -4.68882 3.72890 4.55026 -0.290 0.001 0.649 -0.2433
O -3.67109 3.76888 3.59059 0.659 0.837 -0.557 -0.0631
O -4.91553 1.39097 4.22880 -0.295 0.417 -0.029 -0.0713
H -6.12549 2.82610 3.20556 0.538 -0.193 -0.099 0.1284
H -6.42663 2.69497 4.90313 0.041 -0.603 -0.026 0.1212
H -4.24932 3.42867 5.52751 -0.375 0.513 -0.355 0.1384
H -5.22342 4.70064 4.62729 0.428 -0.485 -0.022 0.1341
H -2.91163 3.42301 4.03920 0.893 -0.219 -0.081 0.0601
H -4.88692 0.94732 3.36359 -0.329 0.376 -0.077 0.0431
C -2.84469 1.67415 -4.85117 -0.286 -1.292 -1.440 -0.1741
C -3.15500 3.05002 -5.46027 -1.443 -0.099 2.858 -0.1665
O -2.76809 3.95628 -4.36835 -0.332 -0.654 -0.945 -0.1056
O -2.67225 0.69638 -5.97299 0.065 1.380 0.719 -0.1099
H -3.65684 1.30814 -4.17337 0.822 0.422 -0.486 0.1197
H -1.87167 1.76692 -4.34099 -0.466 -0.140 0.079 0.0985
H -4.24917 3.16724 -5.67742 0.941 -0.139 0.035 0.1382
H -2.58601 3.18328 -6.33505 0.835 0.420 -1.119 0.0903
H -3.31314 4.75922 -4.34672 -0.068 -0.038 -0.250 0.0532
H -3.00138 -0.18542 -5.74967 -0.227 0.061 0.480 0.0467
C 0.38898 -1.14223 -6.93029 0.842 -0.625 0.026 -0.2223
C 0.64408 -0.13377 -5.84161 0.402 -0.832 -0.214 -0.2641
O 0.14149 1.09320 -6.32606 0.015 0.689 0.299 -0.0920
O 1.31695 -0.90511 -8.02180 -1.309 -1.201 0.706 -0.0508
H -0.67217 -0.97607 -7.13643 -0.033 -0.235 -0.886 0.1093
H 0.49881 -2.19034 -6.60269 0.201 0.473 -0.129 0.1164
H 1.73455 -0.06589 -5.66818 -0.483 0.283 0.015 0.1282
H 0.17585 -0.50798 -4.92977 -0.235 0.354 0.326 0.1100
H -0.82215 0.99716 -6.48101 0.272 -0.152 0.275 0.0648
H 1.42822 0.03282 -7.99920 0.185 1.112 -0.318 0.0525
C -4.29423 -1.60256 -3.44442 0.178 -2.256 -1.706 -0.1802
C -3.05632 -1.24923 -2.70063 0.348 1.531 0.992 -0.2233
O -3.49765 -0.87202 -1.41872 -1.384 -0.455 0.060 -0.0784
O -3.89596 -1.71756 -4.84527 0.420 0.349 0.262 -0.0864
H -5.08459 -0.89174 -3.40351 -0.464 0.772 0.545 0.1074
H -4.67174 -2.59894 -3.10657 0.149 0.754 -0.059 0.1386
H -2.60625 -0.32781 -3.13344 0.143 -0.788 -0.221 0.1073
H -2.34118 -2.07955 -2.64867 -0.071 0.134 -0.279 0.1135
H -2.85790 -0.94863 -0.71984 1.116 -0.053 0.334 0.0411
H -4.37813 -2.39460 -5.31370 -0.317 -0.197 0.081 0.0848
C 2.32305 -3.94079 -2.25717 0.094 0.763 -0.393 -0.2374
C 1.80748 -2.76695 -3.05925 -0.272 0.717 -0.194 -0.2506
O 2.26328 -2.84065 -4.40737 0.030 0.054 0.373 -0.0603
O 1.99111 -3.81914 -0.88593 -0.231 -0.672 -0.601 -0.0597
H 3.40962 -3.98535 -2.39423 -0.022 -0.022 0.059 0.1137
H 1.88657 -4.80022 -2.75998 -0.066 -0.713 0.411 0.1166
H 2.19041 -1.85385 -2.64342 0.347 0.569 0.213 0.0911
H 0.70851 -2.66133 -3.06475 0.268 -0.333 0.242 0.0993
H 2.10179 -3.75386 -4.63603 0.075 -0.380 -0.659 0.0769
H 1.54431 -4.66232 -0.69466 -0.044 0.275 0.602 0.0551
C 0.19124 -6.21588 4.78013 1.492 -0.527 -0.174 -0.1039
O -0.81948 -6.12431 3.82872 -0.486 -0.339 -0.315 -0.1704
C -1.22181 -4.78873 3.64306 -0.353 -0.186 -1.326 -0.2042
C -2.04664 -4.24779 4.74725 -1.199 0.590 0.845 -0.2135
O -1.30473 -3.79182 5.85632 0.127 0.930 -0.259 -0.1977
C -2.14557 -3.37568 6.91102 -0.161 -1.159 -0.164 -0.0982
H 0.26889 -7.23355 5.14049 -0.274 -0.273 0.118 0.0914
H 0.01232 -5.54400 5.58207 -0.082 0.402 0.963 0.0679
H 1.20516 -5.98339 4.38697 -0.451 0.134 -0.210 0.0933
H -1.89085 -4.78694 2.75464 0.627 0.032 0.317 0.1127
H -0.33060 -4.20073 3.48061 0.250 0.612 -0.315 0.1179
H -2.64934 -5.07082 5.11105 -0.570 -0.501 0.010 0.1261
H -2.78082 -3.45969 4.41769 0.765 -0.382 -0.050 0.1259
H -1.47646 -3.19585 7.73662 -0.115 0.299 0.419 0.0855
H -2.82307 -4.21471 7.13864 0.113 0.032 0.363 0.0889
H -2.82146 -2.53879 6.70737 0.443 0.353 -0.319 0.0797
C 3.39404 -2.79214 2.16765 -1.191 -0.865 1.134 -0.0754
O 3.37785 -2.32403 3.51687 -0.371 0.088 -0.119 -0.1714
C 2.06751 -2.43480 4.06622 0.999 -0.050 -0.127 -0.2157
C 1.99990 -1.96208 5.45556 0.194 -1.318 1.824 -0.1870
O 2.78172 -2.83916 6.32184 -0.030 1.159 -1.823 -0.1744
C 2.60810 -2.44159 7.63109 -0.360 -1.125 1.023 -0.1520
H 4.42164 -2.84918 1.89400 0.689 0.103 -0.543 0.0738
H 2.78019 -2.15396 1.52548 0.198 0.091 -0.208 0.0736
H 2.94637 -3.82412 2.12491 0.352 0.726 -0.093 0.0897
H 1.83723 -3.50537 4.17328 -0.588 0.158 -0.897 0.1210
H 1.40348 -1.74835 3.52455 -0.478 -0.747 -0.420 0.1259
H 0.98500 -2.12710 5.83447 -0.377 0.430 -0.445 0.1185
H 2.25773 -0.92151 5.57264 0.427 0.454 0.160 0.1253
H 1.62844 -2.81399 8.01439 0.387 0.075 0.022 0.0868
H 2.56663 -1.36209 7.74305 0.489 0.294 0.170 0.0811
H 3.42726 -2.93914 8.18044 -0.445 0.617 0.194 0.0986
C 4.18337 2.13347 3.36885 -0.562 -0.511 -0.085 -0.1058
O 2.79684 2.38450 3.43025 -0.718 -1.228 -0.666 -0.2080
C 2.08228 1.63494 2.41162 -0.238 1.075 0.631 -0.1728
C 0.61631 1.93309 2.61274 -0.683 -0.227 -0.565 -0.1888
O 0.08018 0.97704 3.49675 0.997 -0.132 0.778 -0.1938
C -1.15078 1.28592 4.03792 -0.790 0.201 -0.534 -0.1251
H 4.57302 2.31229 2.34372 -0.002 -0.106 0.459 0.0884
H 4.37752 1.08506 3.69794 0.236 0.641 -0.272 0.1023
H 4.56146 2.85692 4.06976 0.819 0.052 0.202 0.0847
H 2.33451 0.56449 2.37549 -0.151 0.134 0.475 0.1234
H 2.34071 2.08167 1.48257 0.409 0.180 -1.036 0.0782
H -0.02517 1.88599 1.71648 0.682 -0.086 -0.351 0.1183
H 0.50857 2.98385 2.91634 0.125 -0.183 0.639 0.1318
H -1.47947 0.39824 4.55970 -0.197 -0.039 0.447 0.0861
H -1.87663 1.46125 3.22488 -0.107 0.146 0.130 0.0843
H -1.13386 2.16544 4.70599 0.115 -0.204 -0.021 0.0998
C 5.08715 -5.66477 -0.00426 -0.023 -0.690 1.323 -0.1272
O 6.11086 -4.68245 0.18230 -1.376 -0.690 -0.693 -0.1789
C 5.89457 -3.61492 -0.75133 1.553 0.454 1.365 -0.1876
C 6.99367 -2.55428 -0.42234 -1.962 0.104 -1.312 -0.2049
O 8.26659 -2.92847 -0.93113 0.253 0.579 1.799 -0.1806
C 9.29194 -2.06422 -0.36570 -0.263 0.368 -2.359 -0.0760
H 5.01335 -6.10772 -1.00636 0.394 0.341 -0.157 0.0893
H 4.08500 -5.27544 0.24779 0.369 0.216 -0.188 0.0526
H 5.26078 -6.52407 0.70042 0.135 0.887 -0.558 0.0983
H 4.91540 -3.12928 -0.60184 0.117 -0.213 -0.016 0.1108
H 5.95925 -4.04822 -1.74419 0.117 0.291 -0.488 0.1148
H 6.92753 -2.40815 0.67435 0.527 -0.117 -0.379 0.1305
H 6.60936 -1.62622 -0.93411 0.687 -0.500 0.548 0.1087
H 10.18479 -2.30273 -0.94600 0.186 -0.326 0.403 0.0828
H 9.49800 -2.07731 0.70548 -0.505 -0.402 0.006 0.0924
H 9.07290 -1.03677 -0.71066 -0.136 -0.144 0.636 0.0694
C 0.66368 7.46166 0.26852 1.064 -0.240 -0.392 -0.1070
O 0.05110 6.19339 0.30915 -0.752 0.183 0.543 -0.1974
C 0.45259 5.17412 -0.58036 0.528 -0.324 0.372 -0.1803
C 1.93526 4.83634 -0.48287 0.001 0.123 0.432 -0.1826
O 2.25303 4.19689 0.75406 -0.040 0.192 -0.731 -0.1868
C 2.44082 5.07425 1.84480 1.213 -1.411 0.724 -0.0958
H 1.56235 7.49231 0.92077 -0.552 0.107 -0.193 0.0803
H -0.04256 8.22536 0.55341 -0.362 0.008 0.445 0.0801
H 0.99792 7.76217 -0.72987 0.009 -0.290 -0.232 0.0921
H 0.23040 5.45629 -1.60692 -0.221 -0.002 -0.393 0.1188
H -0.12073 4.27118 -0.27147 0.240 0.562 -0.377 0.1258
H 2.52398 5.77576 -0.52733 -0.106 -0.402 -0.350 0.1221
H 2.21463 4.16099 -1.31790 -0.119 0.298 0.636 0.1049
H 1.53645 5.31255 2.35660 -0.910 0.546 0.077 0.0838
H 3.03961 5.93869 1.60813 0.012 0.563 -0.417 0.0836
H 3.03236 4.49740 2.56989 -0.172 0.190 -0.176 0.0814
C -0.94166 -4.67711 -2.16077 0.105 -1.164 0.233 -0.0773
O -0.27960 -5.61016 -1.28271 -0.520 0.125 -1.417 -0.2329
C -0.87108 -5.80049 -0.01120 1.617 0.886 0.208 -0.1598
C 0.10868 -6.78926 0.67398 -1.618 -0.102 0.799 -0.1838
O 1.26718 -6.07098 0.97929 0.499 0.940 0.050 -0.2028
C 2.34244 -6.83015 1.47396 0.117 -0.513 0.074 -0.1072
H -2.02249 -4.83861 -2.14599 -0.138 -0.215 0.002 0.0794
H -0.56288 -5.02875 -3.14599 -0.277 1.102 0.406 0.1097
H -0.81395 -3.60529 -1.89063 0.513 -0.675 -0.209 0.0746
H -1.94600 -6.00253 -0.04935 0.197 -0.595 0.008 0.1209
H -0.72976 -4.80339 0.40755 -0.411 0.006 1.106 0.1162
H 0.34389 -7.55994 -0.04461 -0.023 -0.506 -0.367 0.1220
H -0.32481 -7.26500 1.60006 0.288 0.532 -0.766 0.1345
H 1.97981 -7.54942 2.20207 -0.090 -0.240 0.271 0.0869
H 3.07083 -6.18757 1.97539 -0.312 0.124 -0.159 0.0776
H 2.87866 -7.39310 0.69093 -0.268 0.175 -0.011 0.0956
C 0.28340 6.03224 -6.24648 -0.729 -1.448 -0.828 -0.1090
O 0.21189 5.47467 -4.95719 0.449 0.101 -0.198 -0.2073
C 0.31000 4.04773 -4.97855 -0.425 0.447 1.112 -0.1954
C 1.71929 3.49837 -4.93214 -0.856 0.156 0.088 -0.1983
O 2.47932 3.73625 -3.77345 -0.784 -0.129 0.046 -0.1757
C 2.86950 5.06572 -3.63790 0.626 1.175 0.436 -0.1270
H 1.03440 5.54733 -6.89751 0.120 0.365 0.417 0.0939
H 0.41820 7.08196 -6.20074 0.421 0.976 0.248 0.0737
H -0.66823 5.85986 -6.77638 -0.029 0.034 0.094 0.0898
H -0.12583 3.67451 -5.90855 -0.297 -0.241 0.187 0.1134
H -0.26918 3.75234 -4.08753 0.100 -0.261 -0.516 0.1171
H 2.15531 3.86963 -5.84524 1.084 0.094 -0.354 0.1203
H 1.60484 2.43569 -4.98865 0.078 -0.662 -0.270 0.0980
H 3.50808 5.32643 -4.46765 0.527 0.197 -0.509 0.0841
H 3.48469 5.10911 -2.72313 -0.357 0.250 -0.386 0.0833
H 2.07126 5.84955 -3.65518 0.273 -0.951 0.427 0.1012
C -8.22014 -5.17264 4.22846 -0.147 0.607 -1.033 -0.0713
O -6.93797 -5.15476 3.61686 -0.856 -0.147 0.220 -0.1894
C -5.88313 -5.09437 4.51650 1.035 -0.986 -0.060 -0.2306
C -5.61025 -3.72247 5.01917 0.087 1.220 0.445 -0.1756
O -5.44819 -2.84179 3.88434 -0.456 -1.855 0.735 -0.2089
C -5.19943 -1.53826 4.26145 1.241 1.539 -0.203 -0.1176
H -8.37698 -4.32941 4.92212 -0.081 -0.042 -0.501 0.0939
H -8.40591 -6.06973 4.77746 0.190 -0.900 0.536 0.0744
H -8.91223 -5.19095 3.37143 0.004 0.458 0.563 0.1046
H -5.03168 -5.48817 3.95026 0.121 0.260 0.139 0.1247
H -5.99245 -5.77491 5.36992 -0.289 -0.004 0.078 0.1372
H -4.72608 -3.71336 5.70538 -0.306 -0.002 -0.743 0.1118
H -6.43027 -3.33886 5.65615 0.046 -0.068 -0.373 0.1297
H -4.21527 -1.48672 4.77383 -0.061 0.217 -0.470 0.0911
H -5.86661 -1.10217 5.00154 -0.688 -0.237 -0.067 0.0944
H -5.22346 -0.92930 3.33008 0.153 -0.500 0.848 0.0746
C 3.96832 0.64175 -0.39093 1.325 -0.862 1.448 -0.0963
O 4.27655 -0.33003 -1.37548 -0.237 -0.261 0.450 -0.1808
C 4.43035 0.33718 -2.61304 -1.151 -1.238 -0.255 -0.1856
C 5.08406 -0.54863 -3.65443 -0.543 0.065 1.202 -0.2122
O 6.32424 -0.95035 -3.17930 1.497 -0.648 -0.850 -0.1939
C 6.88545 -1.95018 -4.06006 -0.187 -0.066 0.772 -0.0716
H 3.10385 1.21081 -0.62618 -1.038 0.593 -0.393 0.0633
H 4.82841 1.33524 -0.26285 -0.419 -0.221 -0.061 0.0731
H 3.80174 0.15420 0.60705 0.183 0.142 -1.049 0.0957
H 4.99697 1.19875 -2.36847 0.595 1.263 -0.533 0.0935
H 3.40869 0.56215 -2.98363 0.492 0.518 -0.042 0.1202
H 5.23149 0.02768 -4.55066 -0.367 0.246 -0.796 0.1273
H 4.44105 -1.43114 -3.81378 0.027 0.219 -0.282 0.1169
H 7.20004 -1.64803 -5.06822 -0.476 0.715 0.099 0.0850
H 6.08411 -2.70278 -4.17100 0.717 -0.252 -0.019 0.0895
H 7.81204 -2.30886 -3.59616 -0.560 -0.264 0.217 0.0872
C 7.66850 1.44510 1.31430 -0.242 -1.361 -1.209 -0.0908
O 8.97228 1.18154 0.80077 0.597 0.890 -0.016 -0.1900
C 9.34155 1.77825 -0.45896 -0.500 0.671 1.947 -0.1826
C 9.10775 3.28872 -0.61234 0.168 -0.321 -0.635 -0.1989
O 7.78504 3.72876 -0.42363 -0.711 -0.276 0.261 -0.2125
C 6.85619 3.21589 -1.38373 1.283 -0.667 0.293 -0.0872
H 7.41255 2.48417 1.46943 0.235 0.185 0.172 0.0802
H 7.54949 0.83219 2.20536 0.210 0.223 0.200 0.0913
H 6.97679 1.00141 0.57635 -0.301 0.336 0.218 0.0764
H 8.79410 1.36645 -1.26090 -0.719 -1.180 -0.922 0.0781
H 10.38087 1.49843 -0.57372 0.267 0.275 -0.175 0.1291
H 9.34859 3.48459 -1.66237 0.496 0.171 -0.150 0.1227
H 9.72361 3.91284 0.01509 0.244 0.045 0.337 0.1244
H 6.94202 3.83040 -2.27586 -0.031 -0.232 -0.483 0.0909
H 5.87281 3.33640 -0.97488 -0.538 0.013 0.267 0.0724
H 7.05840 2.12005 -1.57479 -0.474 1.233 -0.104 0.0892
C -4.38898 7.55417 -4.11342 1.342 -0.284 -0.506 -0.0500
O -3.98016 6.32804 -3.51295 -1.575 -0.400 -2.058 -0.1862
C -3.14413 6.32438 -2.44440 2.138 0.763 1.604 -0.2317
C -3.81731 6.64760 -1.14443 -0.159 0.139 0.092 -0.2347
O -4.05927 8.01632 -1.11842 -0.567 1.273 0.801 -0.1901
C -4.32165 8.40824 0.22517 1.420 1.324 -0.654 -0.0921
H -3.51940 8.12924 -4.48208 -0.196 -0.314 0.074 0.1055
H -4.93180 8.17651 -3.47075 -0.666 0.823 1.396 0.0612
H -5.05907 7.33913 -4.92679 0.007 -0.467 -0.471 0.0872
H -2.30316 7.06504 -2.55985 -0.530 -0.521 -0.053 0.1562
H -2.68246 5.33936 -2.35719 -0.050 -0.089 -0.208 0.1069
H -3.19962 6.47474 -0.25877 0.290 -0.899 -0.218 0.1121
H -4.78210 6.14374 -1.06197 -0.005 -0.536 0.113 0.1372
H -3.48378 8.07412 0.87634 -0.263 0.459 -0.258 0.0941
H -5.20147 7.99793 0.64591 -1.245 -0.661 0.164 0.0696
H -4.42166 9.50987 0.20127 0.185 -0.576 0.258 0.0999
C -2.23601 -1.49051 1.72517 -0.639 0.129 0.658 -0.0546
O -1.62667 -0.99276 0.55561 -1.222 -0.189 0.009 -0.1907
C -0.24855 -1.01453 0.61997 1.396 -0.567 -0.011 -0.1988
C 0.36681 -0.45573 -0.63239 -0.380 -0.185 0.620 -0.1787
O 0.29633 0.98547 -0.62287 0.069 -1.222 -1.749 -0.1756
C 0.41742 1.34035 -2.01180 1.000 0.114 0.088 -0.0865
H -1.89268 -0.98215 2.64157 0.086 0.108 -0.366 0.0880
H -2.08640 -2.56054 1.89359 0.230 -0.134 -0.360 0.0777
H -3.31014 -1.31551 1.62370 0.053 0.013 0.009 0.0866
H 0.12187 -2.08023 0.73875 -0.204 0.998 0.164 0.1473
H 0.05328 -0.35444 1.43887 0.318 -0.457 0.315 0.1113
H -0.11695 -0.91712 -1.51353 -0.098 0.459 0.156 0.1197
H 1.39696 -0.80282 -0.65273 0.439 0.193 -0.096 0.1104
H 1.25412 0.79585 -2.49130 -0.368 -0.183 0.211 0.0806
H 0.74541 2.36060 -2.11278 -0.304 0.687 0.224 0.0679
H -0.49151 1.16093 -2.58992 -0.163 -0.041 0.191 0.0814